[1]
14
Properties=species:S:1:pos:R:3:nbo_charge:R:1 method="wB97M-V/def2-TZVPD" orbital_gap_ev=9.78 de_lowest_kcal_mol=65.7 lumo_energy_ev=0.98 total_energy_ha=-324.6198
N 0.784 -0.972 2.487 -0.632
C 0.978 -0.763 1.292 0.431
O -1.101 1.075 0.192 -0.536
C -1.328 -0.275 -0.260 -0.062
C 0.040 -0.280 -0.947 -0.267
C -0.128 1.248 -0.854 -0.054
C 1.154 -0.684 -0.009 -0.439
H 0.778 -0.145 3.085 0.378
H -2.175 -0.312 -0.959 0.175
H -1.489 -0.991 0.552 0.190
H 0.129 -0.752 -1.931 0.217
H -0.585 1.742 -1.722 0.171
H 0.770 1.792 -0.546 0.182
H 2.174 -0.682 -0.380 0.246

=====

[2]
9
Properties=species:S:1:pos:R:3:nbo_charge:R:1 method="wB97M-V/def2-TZVPD" orbital_gap_ev=10.16 smiles="C1N=NNN1" de_lowest_kcal_mol=98.1 lumo_energy_ev=1.17 total_energy_ha=-259.4036
C 0.529 -0.870 -0.162 -0.157
N -0.961 -0.927 0.333 -0.202
N -1.449 0.164 0.255 0.016
N -0.520 1.131 0.055 -0.368
N 0.788 0.508 0.068 -0.473
H 0.974 -1.768 0.163 0.235
H 0.241 -0.963 -1.254 0.176
H -0.837 2.045 -0.426 0.416
H 1.235 0.681 0.966 0.357

=====

[3]
16
Properties=species:S:1:pos:R:3:nbo_charge:R:1 method="wB97M-V/def2-TZVPD" orbital_gap_ev=9.37 de_lowest_kcal_mol=100.2 lumo_energy_ev=0.92 total_energy_ha=-362.9258
C -2.030 -0.016 1.367 -0.106
C 1.439 1.863 -0.786 -0.731
C -0.406 -1.297 -1.330 -0.262
C 1.065 0.402 -0.560 0.807
N -0.974 -0.461 1.907 -0.747
O 1.623 -0.301 0.236 -0.641
O 0.155 0.000 -1.430 -0.506
H -2.911 -0.439 2.087 0.095
H 0.533 2.324 -0.221 0.250
H 2.229 2.126 -0.013 0.243
H 1.561 2.061 -1.875 0.253
H -1.025 -1.287 -0.370 0.207
H 0.560 -2.032 -1.214 0.183
H -0.965 -1.586 -2.130 0.195
H -0.856 -0.987 2.823 0.358
H 0.003 -0.369 1.507 0.404

=====

[4]
101
Properties=species:S:1:pos:R:3:mulliken_charge:R:1 method="wB97M-V/def2-TZVPD" orbital_gap_ev=9.27 total_charge=+1 lumo_energy_ev=-2.13 total_energy_ha=-3638.8336
C 2.291 0.469 1.365 -1.149
C 2.181 1.917 0.878 0.092
C 2.654 2.102 -0.554 -1.002
O 1.555 1.805 -1.431 -0.348
C 1.893 1.189 -2.643 -0.552
N 0.746 1.345 -3.526 -0.110
C -0.444 0.902 -3.154 0.009
N -1.565 1.051 -3.838 -0.228
C -2.586 0.105 -3.313 -0.352
C -2.835 -1.057 -4.282 -1.357
C -1.614 -1.708 -4.937 0.005
C -1.969 -2.578 -6.131 -0.455
F -1.854 -1.840 -7.308 -0.334
C -2.023 -0.191 -1.874 1.169
C -1.994 -1.696 -1.556 -0.736
C -1.209 -2.067 -0.281 -0.393
C -0.015 -2.979 -0.552 -0.487
F 1.104 -2.493 0.122 -0.267
P -2.975 1.010 -0.764 -0.357
C -4.631 0.185 -0.802 -1.205
C -2.490 0.710 0.981 0.180
C -3.428 1.545 1.875 -1.185
N -0.608 0.264 -1.987 0.070
H 1.524 0.225 2.102 0.312
H 3.269 0.276 1.812 0.357
H 2.143 -0.237 0.544 0.336
H 2.789 2.578 1.505 0.229
H 1.145 2.272 0.952 0.118
H 2.995 3.123 -0.755 0.324
H 3.480 1.411 -0.769 0.478
H 2.751 1.664 -3.131 0.431
H 2.096 0.119 -2.507 0.276
H 0.843 1.856 -4.389 0.287
H -1.481 1.119 -4.845 0.453
H -3.525 0.655 -3.230 0.534
H -3.469 -0.658 -5.084 0.562
H -3.441 -1.809 -3.768 0.445
H -0.919 -0.946 -5.305 0.142
H -1.059 -2.324 -4.225 0.306
H -3.002 -2.938 -6.064 0.327
H -1.317 -3.452 -6.209 0.124
H -1.498 -2.191 -2.392 0.069
H -3.013 -2.090 -1.534 0.358
H -0.786 -1.171 0.176 -0.078
H -1.868 -2.521 0.461 0.423
H 0.248 -2.996 -1.613 0.187
H -0.168 -4.000 -0.200 0.300
H -5.372 0.885 -1.190 0.363
H -4.637 -0.704 -1.436 0.395
H -4.923 -0.116 0.204 0.437
H -2.559 -0.344 1.253 0.346
H -1.447 1.007 1.137 -0.068
H -3.859 2.398 1.341 0.410
H -4.248 0.927 2.246 0.335
H -2.905 1.929 2.751 0.205
H -0.196 0.768 -1.207 0.289
O -2.618 2.546 4.955 -0.661
S -1.659 3.092 5.877 1.224
O -1.141 2.235 6.896 -0.615
O -2.273 4.401 6.516 -0.287
C -3.609 4.309 7.085 -0.339
C -3.613 3.657 8.449 -0.977
C -0.332 3.855 5.021 -0.976
H -4.250 3.784 6.377 0.310
H -3.936 5.345 7.136 0.275
H -3.353 2.602 8.391 0.291
H -4.610 3.747 8.883 0.388
H -2.898 4.148 9.109 0.267
H -0.740 4.521 4.266 0.415
H 0.247 3.054 4.569 0.238
H 0.285 4.390 5.738 0.399
O -0.240 -6.726 -4.828 -0.660
S 1.123 -6.932 -5.227 1.332
O 1.964 -5.780 -5.360 -0.622
O 1.147 -7.779 -6.559 -0.289
C 0.305 -7.339 -7.660 -0.350
C 0.900 -6.172 -8.415 -0.943
C 1.898 -8.114 -4.187 -1.019
H -0.686 -7.115 -7.266 0.333
H 0.227 -8.222 -8.290 0.271
H 0.916 -5.268 -7.808 0.244
H 0.302 -5.984 -9.307 0.386
H 1.922 -6.394 -8.719 0.291
H 1.262 -8.992 -4.121 0.326
H 2.010 -7.643 -3.212 0.370
H 2.869 -8.358 -4.607 0.331
O 2.668 3.799 5.639 -0.525
S 3.909 3.077 5.631 1.127
O 4.411 2.555 6.860 -0.616
O 5.007 3.968 4.923 -0.302
C 5.171 5.333 5.407 -0.317
C 5.957 5.399 6.697 -0.981
C 3.845 1.792 4.433 -0.564
H 4.184 5.784 5.504 0.300
H 5.694 5.830 4.594 0.274
H 5.403 4.963 7.526 0.297
H 6.168 6.443 6.930 0.390
H 6.901 4.864 6.598 0.271
H 3.494 2.209 3.493 -0.208
H 3.149 1.049 4.817 0.447
H 4.839 1.364 4.332 0.437

=====

[5]
130
Properties=species:S:1:pos:R:3:mulliken_charge:R:1 method="wB97M-V/def2-TZVPD" orbital_gap_ev=8.08 total_charge=-1 de_lowest_kcal_mol=0.0 lumo_energy_ev=1.99 total_energy_ha=-3450.9884
C -1.445 1.088 1.472 -1.059
O -2.516 0.673 0.664 -0.330
C -3.283 1.683 0.029 -0.696
C -3.190 1.586 -1.485 -0.029
C -2.178 2.519 -2.159 -1.247
C -0.709 2.188 -1.811 0.026
C 0.101 1.779 -3.042 -1.336
C -0.329 0.376 -3.521 1.095
C 0.809 -0.633 -3.740 -2.118
P 0.703 -2.128 -2.597 0.978
C -0.771 -2.918 -3.494 -1.831
C -2.158 -2.448 -3.031 -0.045
C -3.233 -3.514 -3.286 -0.231
C -4.610 -2.940 -3.559 -0.854
N -5.340 -2.538 -2.331 -0.700
C 1.912 -3.226 -3.546 -1.465
C 3.224 -3.620 -2.894 0.932
C 3.808 -4.902 -3.516 -1.483
F 4.173 -2.608 -3.103 -0.406
O 2.153 -1.528 -1.545 -0.620
C 1.969 -0.474 -0.894 0.536
N 1.915 0.586 -0.412 -0.611
S 0.403 -3.911 -1.017 1.234
O -0.883 -3.847 -0.375 -0.661
O 0.770 -5.203 -1.542 -0.624
F 1.454 -3.679 0.203 -0.387
H -0.996 2.031 1.159 0.448
H -1.735 1.158 2.526 0.398
H -0.644 0.351 1.418 0.310
H -3.031 2.676 0.413 0.363
H -4.325 1.503 0.306 0.406
H -2.887 0.565 -1.720 -0.367
H -4.184 1.748 -1.904 0.520
H -2.357 2.523 -3.233 0.525
H -2.389 3.520 -1.775 0.447
H -0.245 3.043 -1.322 0.656
H -0.702 1.327 -1.147 -0.313
H -0.125 2.509 -3.826 0.366
H 1.172 1.854 -2.873 0.540
H -0.857 0.496 -4.469 0.517
H -1.075 0.014 -2.815 -1.016
H 0.833 -0.908 -4.792 0.584
H 1.759 -0.127 -3.563 0.733
H -0.151 -1.416 -1.702 -0.020
H -0.751 -4.005 -3.419 0.894
H -0.668 -2.694 -4.557 0.581
H -2.456 -1.580 -3.624 0.430
H -2.145 -2.158 -1.981 0.059
H -2.916 -4.086 -4.163 -0.036
H -3.268 -4.215 -2.451 0.249
H -5.236 -3.697 -4.032 0.255
H -4.572 -2.083 -4.231 0.439
H -4.941 -1.665 -1.999 0.265
H -5.140 -3.235 -1.622 0.316
H 1.388 -4.115 -3.871 0.495
H 2.184 -2.681 -4.450 0.639
H 3.122 -3.812 -1.829 0.107
H 4.184 -5.572 -2.746 0.329
H 3.068 -5.463 -4.079 0.326
H 4.647 -4.637 -4.155 0.403
N -0.443 -7.314 2.151 0.055
C -0.179 -7.381 0.812 -0.399
C -0.101 -8.706 0.472 -0.525
C -0.329 -9.465 1.655 -0.467
C -0.538 -8.575 2.675 -0.524
H -0.549 -6.461 2.667 0.203
H -0.073 -6.483 0.227 0.517
H 0.098 -9.087 -0.515 0.398
H -0.338 -10.539 1.745 0.387
H -0.746 -8.730 3.720 0.384
N -3.964 -3.444 -7.180 0.089
C -3.760 -4.792 -7.076 -0.302
C -4.570 -5.410 -7.991 -0.606
C -5.289 -4.392 -8.676 -0.382
C -4.891 -3.191 -8.152 -0.536
H -3.504 -2.747 -6.623 0.184
H -3.061 -5.193 -6.363 0.384
H -4.639 -6.473 -8.151 0.406
H -6.015 -4.527 -9.460 0.389
H -5.188 -2.183 -8.387 0.372
N 3.905 2.585 2.824 0.015
C 3.314 2.820 1.615 -0.574
C 3.296 4.177 1.423 -0.313
C 3.911 4.783 2.554 -0.648
C 4.277 3.774 3.401 -0.795
H 4.047 1.674 3.221 0.224
H 2.962 2.012 0.990 0.563
H 2.894 4.680 0.559 0.461
H 4.067 5.835 2.723 0.418
H 4.774 3.799 4.358 0.706
N 2.621 3.575 6.432 0.130
C 1.451 3.057 6.909 -0.458
C 1.144 3.709 8.074 -0.769
C 2.173 4.662 8.305 -0.216
C 3.066 4.557 7.272 -0.459
H 3.082 3.288 5.587 0.146
H 0.935 2.275 6.379 0.436
H 0.279 3.526 8.689 0.376
H 2.248 5.350 9.132 0.438
H 3.974 5.096 7.065 0.376
N 4.222 6.968 11.169 0.015
C 4.013 8.318 11.246 -0.509
C 4.517 8.885 10.107 -0.460
C 5.049 7.833 9.310 -0.252
C 4.850 6.664 9.993 -0.648
H 3.955 6.300 11.869 0.206
H 3.525 8.757 12.099 0.389
H 4.505 9.935 9.868 0.384
H 5.521 7.926 8.346 0.405
H 5.097 5.646 9.745 0.467
N -2.962 -0.780 4.721 0.035
C -3.776 -0.512 3.656 -0.613
C -4.992 -0.123 4.149 -0.611
C -4.905 -0.153 5.570 -0.384
C -3.639 -0.563 5.891 -0.568
H -2.012 -1.093 4.650 0.230
H -3.422 -0.623 2.644 0.727
H -5.850 0.153 3.558 0.410
H -5.683 0.096 6.272 0.384
H -3.166 -0.718 6.845 0.392
N 1.797 5.292 -5.084 0.026
C 2.704 4.775 -4.201 -0.561
C 3.709 4.192 -4.923 -0.488
C 3.396 4.368 -6.300 -0.375
C 2.211 5.050 -6.366 -0.565
H 0.954 5.771 -4.829 0.208
H 2.555 4.864 -3.138 0.558
H 4.570 3.693 -4.513 0.410
H 3.974 4.029 -7.143 0.398
H 1.630 5.381 -7.209 0.390